Entry 1:
The following is a DFT calculation (the ωB97M-V functional and the def2-TZVPD basis) of a molecular structure, C30H42CeN5O4Sb2 in a non-equilibrium geometry.

Properties
* energy above the lowest of the compared OMol25 structures with the same formula, charge and spin: 0.00 kcal per mole
* net charge: +2
* 2S+1: 2
* E: -73423.5028 eV
* orbital gap (spin up / spin down): 7.90 / 7.93 eV
* largest force on an atom: 1.2 eV/Å

Structure (XYZ):
```
84
Properties=species:S:1:pos:R:3:forces:R:3
C 0.208693 4.500676 3.805382 -0.10 0.06 -0.05
Ce 0.078624 -0.791164 0.419742 -0.18 0.57 0.64
C -2.102130 -1.103465 3.012060 -0.14 -0.14 -0.38
H -1.519758 -3.480052 2.597408 -0.10 -0.04 -0.10
H 3.897099 -0.115249 -1.821428 0.08 -0.03 0.08
C -0.286162 1.754557 1.468132 0.37 -0.96 -0.62
C -0.511056 2.963789 2.163990 0.26 0.64 0.36
C 2.398718 -3.242613 -2.741473 0.21 -0.54 -0.11
C -1.839777 4.871538 2.475353 0.02 -0.08 0.16
C 3.288558 -0.197259 -2.716054 0.39 0.24 -0.23
H 3.175824 -0.507698 2.384445 0.03 -0.05 -0.02
C 0.953396 2.238201 -6.108902 -0.29 -0.13 0.27
C -1.546541 -3.824614 0.464348 -0.30 -0.07 0.50
H -0.142180 2.069966 -2.855487 0.04 0.02 0.04
C -3.415408 1.636191 -1.685586 -0.23 0.10 0.01
C 1.315187 0.994274 -5.607318 -0.40 0.09 -0.05
H -0.679357 2.580443 -1.241796 0.03 0.13 0.09
H 3.861973 -0.663691 -3.515962 0.11 0.02 0.04
C -0.614718 -0.969152 5.050794 -0.01 0.11 0.12
Sb 1.558616 -1.335688 -2.438414 -0.32 0.04 -0.14
H 3.128318 -1.667021 0.530615 0.02 0.10 -0.10
C -0.909039 0.643104 -4.738057 -0.24 0.34 -0.01
H 2.472746 -3.603646 -0.123587 0.03 -0.05 -0.02
N -0.139794 -3.428978 0.260741 0.36 -0.33 -0.75
H 2.756218 -1.196202 5.197781 0.12 -0.02 -0.04
H -2.306223 3.313888 1.052607 -0.10 -0.01 0.01
Sb -1.834168 0.257491 -1.843801 -0.03 0.01 -0.24
O -0.475526 6.709054 5.128274 0.40 0.02 0.48
H 0.920586 -5.086986 1.094816 -0.04 -0.15 -0.06
H 0.871769 4.842602 4.587374 -0.12 0.12 -0.04
C 1.543333 -1.361167 3.421548 0.09 0.17 0.18
H -2.855034 -1.352960 1.122672 0.46 -0.19 0.32
C 2.228396 -3.415630 0.921706 0.10 -0.22 0.07
C -1.642970 3.673748 1.820970 0.19 0.72 0.57
H 1.691217 -1.520219 -5.009097 -0.14 0.03 -0.04
N -2.044061 -1.701508 1.655303 -0.33 0.25 -0.01
O -1.311734 1.119032 1.052631 0.49 -0.90 -0.38
H -1.828714 -1.200320 -4.095349 -0.11 0.09 0.04
C 0.825841 -1.164571 -4.441054 0.31 -0.02 -0.23
C -1.265504 1.895085 -5.248241 0.14 0.15 -0.19
C 1.761594 -1.179758 4.780057 -0.34 -0.10 -0.08
C -0.761357 -1.136281 3.688682 0.49 -0.27 -0.10
C 0.399841 0.180495 -4.929766 0.00 0.30 0.05
C -0.349775 2.690866 -5.932862 -0.02 -0.57 0.25
H -2.684298 5.501710 2.256900 -0.03 0.19 0.09
N -1.195953 6.461051 4.193820 0.10 0.44 0.24
H -2.284282 2.264557 -5.129883 0.16 -0.17 0.03
C 0.445112 3.341592 3.098277 -0.89 0.64 -0.03
H 2.312513 0.634164 -5.791518 0.27 -0.14 0.02
H -1.678315 -4.908457 0.551954 0.17 -0.01 -0.01
H 1.680544 -4.046539 -2.574533 0.01 0.01 0.07
H -3.203533 2.463975 -2.363496 -0.06 0.01 0.09
O 0.907724 1.351717 1.291906 -0.32 -1.05 -0.37
C 0.851761 -4.003984 1.193344 -0.07 0.20 0.36
H 0.041749 -1.902508 -4.538834 -0.17 -0.24 -0.09
C -0.283828 1.752941 -1.821660 -0.01 -0.02 -0.15
C -1.927517 -0.123272 -3.944356 0.27 -0.28 -0.48
C -0.929190 5.222519 3.461628 -0.05 -0.08 -0.14
H 0.695264 1.481260 -1.420982 -0.03 -0.05 0.08
C -2.108587 -3.173969 1.727569 0.26 -0.03 -0.26
H 0.139639 -3.789405 -0.662588 -0.23 0.35 0.32
O -2.104865 7.159093 3.820346 -0.46 0.14 -0.30
H 0.543454 -3.798086 2.216785 0.00 0.02 0.01
H 0.795925 -0.801927 6.649070 0.01 -0.04 0.26
H -2.935224 0.158878 -4.234090 -0.12 0.02 -0.10
N 0.310755 -1.323080 2.895530 0.14 -0.07 0.10
C 2.727285 -1.500055 2.483393 -0.48 -0.03 -0.07
H 3.005544 0.800517 -3.036985 -0.04 0.15 -0.01
H -4.358918 1.169101 -1.967158 0.04 0.04 0.04
H 1.294964 2.710748 3.244120 0.39 -0.11 0.17
H 2.971376 -3.951564 1.517083 0.00 -0.04 0.07
H -3.469649 1.984185 -0.654533 -0.04 0.04 -0.09
H 1.673794 2.845205 -6.631016 0.11 0.04 -0.11
H -2.120934 -3.517406 -0.416983 0.11 0.09 0.11
H -2.409281 -0.073514 2.901637 -0.12 0.36 -0.02
C 0.659624 -0.974449 5.596679 0.09 0.05 -0.26
H 3.471390 -2.155157 2.933255 0.12 -0.11 0.05
H 3.278490 -3.412228 -2.115096 -0.09 0.04 -0.12
N 2.356789 -1.954054 1.121550 0.00 0.14 0.13
H 2.697470 -3.301075 -3.787585 0.12 -0.01 0.01
H -1.473141 -0.809988 5.685129 -0.13 -0.03 0.00
H -3.130893 -3.500731 1.893600 -0.16 -0.18 0.05
H -2.848181 -1.604639 3.628688 -0.05 -0.06 0.10
H -0.670139 3.633766 -6.334163 0.00 0.28 -0.10
```
Positions in Å, forces in eV/Å.

Results of the Löwdin charge analysis, in e, for atoms 1 through 8:
1. C 0.044
2. Ce 0.830
3. C -0.114
4. H 0.124
5. H 0.011
6. C -0.622
7. C -0.156
8. C -0.305

Entry 2:
The following is a DFT calculation (the ωB97M-V functional and the def2-TZVPD basis) of 2 unconnected molecules or ions with the total composition C30H42Cl2F3N4O9S in a non-equilibrium geometry.

Properties
* energy above the lowest of the compared OMol25 structures with the same formula, charge and spin: 0.00 kcal per mole
* net charge: +1
* 2S+1: 1
* E: -100201.8311 eV
* orbital gap: 7.80 eV
* largest force on an atom: 1.6 eV/Å

Structure (XYZ):
```
91
Properties=species:S:1:pos:R:3:forces:R:3
H 3.992373 2.574930 -1.980605 0.02 0.12 -0.13
C 2.673402 3.430189 -0.522647 0.08 0.41 -0.25
N 0.356850 -0.365027 0.365595 -0.24 0.03 0.13
H 2.340588 4.459886 -0.686626 0.04 0.06 0.08
H -0.125829 -3.679384 0.588321 0.06 -0.02 0.17
H -0.490436 2.076450 2.218186 -0.08 -0.27 0.00
H -0.698373 2.681873 -6.048917 0.00 -0.01 -0.03
C -4.092796 1.600666 0.220476 -0.06 0.24 0.02
H -3.035765 -0.630020 2.226600 0.08 -0.16 0.07
C 0.303306 -1.750669 -0.145335 -0.25 -0.20 -0.08
C -0.646223 -2.716771 0.583266 0.08 -0.55 -0.36
O 2.650800 1.922185 1.497003 0.24 -0.02 0.40
H 1.857572 3.852130 1.424030 -0.13 -0.20 0.11
C 4.835741 -2.712274 -0.863638 -0.08 -0.09 0.08
H 4.239419 -3.163844 -1.658824 0.05 0.07 -0.12
H -2.702896 -0.352826 -0.022780 0.29 -0.19 -0.13
H -2.266321 0.882517 2.617597 0.03 0.02 0.03
C -4.530664 1.192899 -1.162812 0.11 -0.17 0.05
C 1.368228 -2.260779 3.632311 -0.02 0.37 0.58
H 1.417796 -2.746984 2.666327 0.00 -0.03 -0.05
H -0.842196 0.277853 -1.164196 0.04 0.02 -0.13
C -0.032492 1.249942 4.795178 0.07 0.05 0.10
C -3.864878 1.650012 -2.294183 0.05 0.01 -0.05
C 4.056761 3.295181 -1.167273 -0.23 -0.67 0.14
H 4.403491 4.243291 -1.564202 0.10 0.05 0.02
C -2.150432 -0.027622 2.030118 -0.15 0.25 -0.04
H -6.870994 -0.729573 -2.683605 -0.05 0.00 0.00
H -2.698107 -2.975161 0.529499 -0.03 -0.22 0.00
F -1.160097 1.969876 4.651782 0.32 -0.23 0.11
H 0.940679 2.766506 2.971440 0.12 -0.02 -0.03
H 1.297240 -2.175597 -0.195731 0.07 0.11 0.16
H 3.361526 -1.887680 4.370807 -0.03 -0.14 -0.06
C 0.513364 1.846377 2.574949 -0.07 0.47 0.00
N 1.352549 1.396255 1.504388 -0.17 -0.09 0.03
C -0.714669 0.508949 -0.109039 -0.30 0.03 -0.50
C 3.100941 -0.578271 2.687773 0.22 -0.27 0.47
H -0.827760 1.755366 -3.733830 0.00 -0.01 0.02
C -0.786465 1.124099 -4.612711 0.00 0.01 0.00
H -0.417184 1.549503 -0.045653 0.19 -0.02 0.27
C 3.230709 -1.163462 0.309660 -0.11 -0.81 0.02
H 4.113818 -0.924522 2.512177 0.01 0.00 -0.08
H 2.232442 -0.610860 4.669095 0.01 0.03 0.06
O -2.677065 1.649102 0.370443 0.09 -0.07 -0.04
H 0.448474 -1.681642 3.736060 -0.09 -0.14 -0.32
H -3.010694 2.306864 -2.192009 0.02 0.05 0.08
C -5.368160 0.410294 -3.700227 -0.12 -0.07 -0.02
C -0.664095 0.722515 -7.031450 0.00 -0.01 0.01
H -0.772684 -2.295914 -5.343833 -0.01 0.00 0.02
H 3.192946 0.475291 2.930176 -0.16 0.05 -0.21
C -2.096254 0.351187 0.546363 -0.36 0.33 0.22
C 2.543716 -1.331583 3.918353 0.05 -0.01 -0.15
C -0.754233 -1.233117 -5.548332 -0.02 0.00 -0.02
C -6.034203 -0.053893 -2.577303 0.01 0.01 -0.02
O 2.384796 -3.579257 5.700382 -0.21 0.08 0.10
H 3.593874 3.678473 1.405340 0.06 -0.03 0.02
C -0.687293 -0.743096 -6.783253 0.00 -0.02 0.02
C 3.924620 -2.303256 0.250973 0.08 0.09 0.01
F -0.295382 0.155857 5.513035 0.11 0.44 -0.23
H -5.698188 0.109472 -4.684765 0.01 -0.01 -0.04
S 1.259718 -3.602254 4.826400 0.44 -0.57 -0.34
H -1.917016 -3.563186 -0.802818 -0.09 -0.08 -0.01
C -4.283839 1.260869 -3.556044 0.02 -0.04 -0.01
C 1.342665 0.069986 1.098396 0.09 -0.60 -0.32
H -0.055631 -1.658269 -1.170218 0.02 0.04 -0.03
H -1.266059 -0.541566 2.396151 -0.02 -0.15 -0.05
H -0.692973 -2.839074 5.149959 -0.23 -0.21 0.07
H 5.393844 -1.869419 -1.261290 -0.05 0.05 -0.07
C -5.612282 0.337431 -1.315829 -0.01 -0.07 0.00
C -0.808727 -0.337952 -4.370291 -0.01 -0.02 -0.03
H -4.451367 2.604365 0.450356 0.07 0.06 -0.01
C -0.717521 1.618663 -5.845131 0.00 0.01 0.03
N -1.926277 -2.838255 -0.103314 0.02 0.61 0.19
H 5.534777 -3.468125 -0.518999 0.05 0.01 0.07
O 0.964430 -4.789562 4.083345 -0.20 0.20 0.03
H -4.535939 0.931473 0.962675 -0.01 -0.04 0.04
C 2.673718 3.262768 0.998690 -0.16 0.29 -0.24
N 2.380715 -0.802259 1.402670 0.63 1.43 -0.08
Cl 3.778044 -3.458941 1.526973 -0.11 -0.07 0.06
O -0.604290 1.171333 -8.151610 0.00 0.01 -0.02
H -3.764388 1.610026 -4.436762 0.05 0.09 -0.04
O 1.734846 2.568897 -1.171188 0.00 0.00 0.15
H -0.646556 -1.375945 -7.660442 0.00 0.02 -0.02
O -0.003673 -3.212553 5.714204 0.19 0.32 0.06
H -6.121858 -0.036430 -0.436634 -0.05 -0.02 0.04
O -0.864812 -0.788546 -3.241266 0.07 0.02 0.08
H -0.799955 -2.455099 1.625581 0.03 0.14 0.02
H 0.904451 3.046720 -1.244495 -0.07 -0.02 -0.06
Cl 3.287523 -0.093045 -1.036139 -0.03 0.15 -0.08
O 0.467105 0.846469 3.595712 -0.16 -0.02 0.27
F 0.852328 2.013459 5.459430 -0.36 -0.29 -0.19
H 4.783807 2.895118 -0.461993 0.12 0.12 0.01
```
Positions in Å, forces in eV/Å.

Results of the Löwdin charge analysis, in e, for atoms 1 through 8:
1. H 0.062
2. C -0.388
3. N 0.069
4. H 0.144
5. H 0.121
6. H 0.137
7. H 0.127
8. C -0.147